No. 1
{
  "formula": "C17H32NO7",
  "method": "ωB97M-V/def2-TZVPD",
  "e_lumo_ev": -3.38,
  "total_energy_ev": -33959.509,
  "largest_force_ev_per_a": 3.5,
  "orbital_gap_ev": 8.6,
  "total_charge": 1,
  "homo_energy_ev": -11.96,
  "symbols": ["C", "O", "C", "C", "C", "C", "C", "C", "C", "C", "N", "H", "H", "H", "H", "H", "H", "H", "H", "H", "H", "H", "H", "H", "H", "H", "H", "H", "H", "H", "H", "C", "C", "C", "O", "C", "O", "O", "H", "H", "H", "H", "H", "H", "C", "C", "C", "O", "C", "O", "O", "H", "H", "H", "H", "H", "H"],
  "positions_angstrom": [[-0.213, 3.896, -0.279], [0.384, 2.656, -0.854], [-0.670, 1.701, -1.249], [-1.293, 0.890, 0.074], [-2.833, 0.413, -0.227], [-3.760, 0.976, 1.016], [-4.853, 2.115, 0.568], [-6.130, 1.473, -0.284], [-7.042, 2.874, -0.327], [-5.784, 3.883, -0.769], [-4.442, 3.253, -0.340], [-1.171, 4.244, -0.867], [0.636, 4.728, -0.316], [-0.493, 3.671, 0.859], [-1.517, 2.235, -1.860], [-0.180, 0.865, -1.923], [-1.157, 1.576, 1.013], [-0.667, -0.095, 0.274], [-3.300, 0.829, -1.217], [-2.963, -0.772, -0.276], [-3.116, 1.292, 1.967], [-4.397, 0.037, 1.388], [-5.185, 2.664, 1.547], [-6.633, 0.500, 0.127], [-5.714, 1.468, -1.395], [-7.310, 3.015, 0.813], [-7.972, 2.814, -1.035], [-5.919, 5.005, -0.386], [-5.808, 3.796, -1.947], [-3.867, 4.032, 0.098], [-3.948, 3.029, -1.247], [3.141, 1.523, -2.140], [3.314, 0.255, -1.329], [4.467, 0.310, -0.373], [4.797, -1.059, -0.221], [4.429, -1.673, -1.387], [4.742, -2.809, -1.698], [3.668, -0.839, -2.160], [4.060, 1.778, -2.679], [2.362, 1.389, -2.898], [2.867, 2.365, -1.498], [2.377, 0.001, -0.820], [4.194, 0.755, 0.587], [5.343, 0.832, -0.775], [4.803, -5.592, 0.245], [4.762, -5.181, 1.703], [4.738, -6.342, 2.650], [4.108, -5.786, 3.791], [3.289, -4.791, 3.328], [2.442, -4.228, 3.998], [3.547, -4.518, 2.012], [3.970, -6.258, -0.003], [4.705, -4.715, -0.403], [5.742, -6.102, 0.007], [5.587, -4.493, 1.925], [5.739, -6.703, 2.895], [4.129, -7.182, 2.296]],
  "atomic_forces_ev_per_a": [[0.68, -0.24, 0.79], [-2.69, 0.63, -0.17], [0.33, -1.29, 0.64], [0.50, -0.40, -1.18], [-0.47, 0.17, 1.30], [-0.43, -0.98, 0.10], [-0.42, -2.50, 1.62], [0.61, 2.81, -0.55], [1.79, -1.44, 1.59], [-2.96, 0.68, -1.78], [0.04, 1.55, -0.48], [1.86, -0.65, 0.93], [-2.00, -1.86, 0.05], [0.50, 0.72, -2.40], [1.47, -0.83, 1.11], [-0.86, 2.02, 1.17], [-0.62, -1.35, -1.78], [-1.11, 2.24, -0.47], [1.18, -0.72, 1.56], [0.52, 2.74, 0.09], [-1.37, -0.45, -2.31], [1.08, 2.34, -0.69], [0.28, -1.11, -1.88], [1.22, 2.05, -0.89], [-0.92, -1.08, 2.17], [0.05, 0.17, -2.55], [2.07, 0.51, 1.33], [0.57, -2.65, -0.92], [0.17, 0.78, 2.41], [-0.69, -1.49, -0.26], [-0.40, -0.40, 1.48], [0.00, -0.01, -0.38], [-0.41, 1.34, -0.37], [0.07, 0.57, 0.70], [-0.14, -0.78, -0.78], [0.65, -2.16, -0.58], [-0.70, 2.48, 0.66], [0.61, -0.95, 0.48], [-0.05, -0.13, 0.17], [0.02, 0.07, 0.20], [-0.02, -0.22, -0.07], [0.11, 0.00, 0.11], [0.11, -0.24, -0.06], [-0.20, 0.05, -0.10], [-0.30, 0.30, -0.29], [0.68, -0.47, -1.35], [0.66, -0.57, 0.06], [-0.79, 0.83, 0.04], [-1.54, 1.00, 1.19], [1.75, -1.14, -1.40], [-0.53, 0.00, 1.24], [0.12, -0.01, 0.19], [0.20, -0.16, 0.14], [-0.09, 0.10, 0.10], [-0.04, -0.11, 0.07], [-0.20, 0.08, 0.15], [0.08, 0.14, -0.16]]
}

No. 2
{
  "formula": "C4H12O3",
  "method": "ωB97M-V/def2-TZVPD",
  "e_lumo_ev": 0.53,
  "total_energy_ev": -10482.718,
  "largest_force_ev_per_a": 3.4,
  "orbital_gap_ev": 8.9,
  "total_charge": 0,
  "homo_energy_ev": -8.41,
  "smiles": "C/C=C(/C)O.O.O",
  "symbols": ["C", "C", "C", "C", "O", "H", "H", "H", "H", "H", "H", "H", "H", "O", "H", "H", "O", "H", "H"],
  "positions_angstrom": [[0.714, 1.933, 1.452], [0.358, 0.446, 1.637], [-0.455, -0.267, 0.803], [-1.229, -1.432, 1.277], [-0.375, 0.121, -0.603], [-0.017, 2.285, 2.198], [0.537, 2.540, 0.579], [1.761, 2.072, 1.709], [0.905, 0.026, 2.445], [-2.249, -1.471, 0.901], [-1.366, -1.314, 2.279], [-0.941, -2.447, 1.176], [0.505, -0.250, -0.982], [2.403, -0.133, -1.535], [1.957, 0.644, -1.881], [3.345, -0.235, -1.810], [-1.744, -0.731, -3.510], [-1.452, -0.565, -2.612], [-2.655, -1.222, -3.522]],
  "atomic_forces_ev_per_a": [[-0.20, -1.14, 0.83], [-0.70, 0.57, -3.16], [3.14, 1.05, -0.58], [-1.06, -0.15, -2.01], [0.37, -1.35, 0.36], [0.85, 0.81, 0.20], [-0.37, -0.66, -0.80], [-0.07, 0.36, 0.54], [-0.73, -0.43, 1.30], [-0.20, 0.49, -0.42], [-0.26, 0.46, 2.96], [1.22, -0.94, -0.77], [-2.00, 0.67, 1.49], [0.60, -0.75, 0.28], [0.82, 0.29, -0.40], [-1.44, 0.65, 0.04], [-2.36, -1.32, -0.92], [-0.41, -0.13, 0.53], [2.81, 1.52, 0.55]]
}

No. 3
{
  "formula": "C34H25CdN6O2PSe",
  "method": "ωB97M-V/def2-TZVPD",
  "e_lumo_ev": -0.75,
  "total_energy_ev": -127901.151,
  "largest_force_ev_per_a": 0.2,
  "orbital_gap_ev": 7.1,
  "total_charge": 0,
  "homo_energy_ev": -7.82,
  "symbols": ["Cd", "N", "C", "N", "C", "N", "N", "C", "C", "C", "C", "C", "C", "N", "C", "C", "C", "C", "C", "C", "H", "H", "H", "H", "H", "H", "H", "H", "H", "H", "H", "O", "C", "O", "C", "C", "C", "C", "C", "C", "P", "C", "C", "C", "C", "C", "C", "C", "C", "C", "C", "C", "C", "H", "H", "H", "H", "H", "H", "H", "H", "H", "H", "H", "H", "H", "H", "Se", "C", "N"],
  "positions_angstrom": [[0.320, 0.994, 1.008], [-4.106, 2.019, 1.268], [-2.873, 1.603, 1.561], [-1.786, 2.124, 1.077], [-1.880, 3.126, 0.130], [-0.844, 3.661, -0.451], [0.328, 3.045, -0.115], [1.405, 3.567, -0.544], [2.685, 2.885, -0.262], [3.899, 3.438, -0.647], [5.066, 2.747, -0.356], [4.987, 1.534, 0.306], [3.733, 1.051, 0.650], [2.614, 1.706, 0.368], [-3.204, 3.627, -0.235], [-3.392, 4.652, -1.165], [-4.663, 5.065, -1.497], [-5.773, 4.456, -0.907], [-5.610, 3.445, 0.014], [-4.320, 3.033, 0.344], [-4.888, 1.498, 1.628], [-2.791, 0.782, 2.266], [1.396, 4.487, -1.124], [3.921, 4.390, -1.159], [6.026, 3.155, -0.643], [5.873, 0.967, 0.551], [3.613, 0.104, 1.167], [-2.517, 5.099, -1.616], [-4.804, 5.857, -2.220], [-6.771, 4.777, -1.174], [-6.465, 2.964, 0.473], [-3.039, 0.418, -1.070], [-1.980, -0.203, -0.946], [-0.799, 0.274, -1.025], [-2.042, -1.687, -0.634], [-3.229, -2.369, -0.870], [-3.333, -3.723, -0.603], [-2.244, -4.405, -0.075], [-1.063, -3.729, 0.183], [-0.945, -2.367, -0.098], [0.624, -1.483, 0.205], [1.552, -2.570, 1.339], [2.874, -2.948, 1.123], [3.580, -3.636, 2.103], [2.975, -3.949, 3.309], [1.660, -3.563, 3.539], [0.958, -2.869, 2.568], [1.507, -1.655, -1.387], [1.781, -2.921, -1.899], [2.443, -3.068, -3.107], [2.838, -1.943, -3.821], [2.555, -0.679, -3.326], [1.887, -0.535, -2.118], [-4.062, -1.805, -1.268], [-4.258, -4.248, -0.803], [-2.314, -5.463, 0.142], [-0.229, -4.269, 0.612], [3.363, -2.711, 0.187], [4.606, -3.928, 1.917], [3.525, -4.485, 4.072], [1.183, -3.789, 4.484], [-0.059, -2.554, 2.772], [1.471, -3.803, -1.350], [2.646, -4.058, -3.493], [3.355, -2.054, -4.765], [2.839, 0.201, -3.889], [1.624, 0.450, -1.761], [0.910, 0.901, 3.619], [-0.668, -0.029, 3.721], [-1.672, -0.608, 3.717]],
  "atomic_forces_ev_per_a": [[0.10, -0.07, -0.06], [-0.02, 0.03, -0.03], [-0.04, -0.01, -0.05], [0.02, 0.02, 0.02], [-0.04, 0.02, -0.04], [0.03, -0.07, 0.11], [0.05, 0.13, -0.09], [0.04, -0.11, 0.03], [-0.12, 0.01, -0.01], [0.01, -0.01, 0.01], [-0.01, 0.01, -0.01], [0.03, 0.00, -0.01], [-0.04, -0.02, -0.01], [0.02, 0.05, 0.07], [0.05, 0.01, 0.01], [0.02, 0.00, -0.01], [-0.02, 0.00, 0.00], [0.01, 0.01, 0.00], [0.00, -0.02, -0.01], [0.00, -0.05, 0.05], [0.00, 0.01, 0.01], [0.00, 0.00, 0.00], [0.00, 0.00, 0.00], [0.00, 0.00, 0.00], [0.00, 0.00, 0.00], [0.00, 0.00, 0.00], [0.01, 0.01, 0.00], [0.00, 0.00, 0.00], [0.00, 0.00, 0.00], [0.00, 0.00, 0.00], [0.00, 0.00, 0.00], [0.00, 0.01, 0.05], [0.02, 0.06, -0.08], [-0.07, -0.02, -0.03], [0.00, 0.02, 0.03], [-0.02, -0.05, 0.01], [0.03, 0.00, 0.01], [-0.04, 0.01, -0.02], [0.04, 0.00, 0.02], [-0.04, -0.05, 0.02], [0.05, 0.11, -0.11], [0.00, -0.03, 0.04], [0.02, 0.00, 0.02], [0.00, 0.00, 0.01], [0.00, 0.01, -0.02], [0.00, 0.01, 0.00], [0.02, -0.03, 0.02], [-0.03, -0.03, 0.04], [-0.02, -0.06, 0.02], [0.02, 0.04, -0.03], [-0.01, -0.02, 0.04], [0.00, 0.01, -0.01], [-0.01, 0.02, 0.00], [0.01, 0.01, 0.00], [0.00, 0.00, 0.00], [0.00, 0.00, 0.00], [0.00, 0.00, 0.00], [0.00, 0.00, -0.02], [0.00, 0.00, 0.00], [0.00, 0.00, 0.00], [0.00, 0.00, 0.00], [-0.01, 0.01, -0.01], [0.00, 0.01, -0.01], [0.00, 0.00, 0.00], [0.00, 0.00, 0.00], [0.00, 0.00, 0.00], [0.00, 0.02, 0.02], [-0.07, -0.01, 0.00], [0.00, 0.01, -0.01], [0.01, 0.01, 0.02]]
}

No. 4
{
  "formula": "C2HBrN2O",
  "method": "ωB97M-V/def2-TZVPD",
  "e_lumo_ev": 0.28,
  "total_energy_ev": -77155.736,
  "largest_force_ev_per_a": 1.3,
  "orbital_gap_ev": 9.6,
  "total_charge": 0,
  "homo_energy_ev": -9.29,
  "smiles": "[O-][N+]#CBr.C#N",
  "symbols": ["O", "N", "C", "Br", "C", "N", "H"],
  "positions_angstrom": [[1.968, 0.965, -0.763], [0.809, 1.110, -1.003], [-0.343, 1.028, -1.038], [-2.073, 1.454, -1.341], [-0.058, -1.611, 1.394], [0.076, -1.153, 0.365], [-0.379, -1.793, 2.385]],
  "atomic_forces_ev_per_a": [[0.96, 0.17, -0.21], [-0.59, -0.34, 0.51], [-0.74, 0.83, -0.66], [0.37, -0.16, 0.05], [-0.68, 0.24, 1.10], [0.48, -0.26, -1.22], [0.19, -0.49, 0.43]]
}

No. 5
{
  "formula": "C34H31BNO16P",
  "method": "ωB97M-V/def2-TZVPD",
  "e_lumo_ev": -1.94,
  "total_energy_ev": -79972.986,
  "largest_force_ev_per_a": 2.4,
  "orbital_gap_ev": 7.6,
  "total_charge": 0,
  "homo_energy_ev": -9.58,
  "smiles": "CC(C)=NO[P@@](=O)(O)OCB(O)O.O=C1C=CC(=O)C=C1.O=C1C=CC(=O)C=C1.O=C1C=CC(=O)C=C1.O=C1C=CC(=O)C=C1.O=C1C=CC(=O)C=C1",
  "symbols": ["C", "C", "C", "N", "O", "P", "O", "O", "O", "C", "B", "O", "O", "H", "H", "H", "H", "H", "H", "H", "H", "H", "H", "H", "O", "C", "C", "C", "C", "O", "C", "C", "H", "H", "H", "H", "O", "C", "C", "C", "C", "O", "C", "C", "H", "H", "H", "H", "O", "C", "C", "C", "C", "O", "C", "C", "H", "H", "H", "H", "O", "C", "C", "C", "C", "O", "C", "C", "H", "H", "H", "H", "O", "C", "C", "C", "C", "O", "C", "C", "H", "H", "H", "H"],
  "positions_angstrom": [[4.119, 0.920, 1.060], [4.265, 2.328, 0.577], [4.449, 2.688, -0.877], [4.238, 3.238, 1.471], [3.446, 4.362, 1.011], [2.118, 4.507, 1.914], [2.054, 3.530, 2.974], [2.259, 5.945, 2.633], [0.801, 4.601, 1.050], [0.779, 3.717, -0.095], [-0.182, 2.464, 0.086], [-0.628, 1.839, -1.039], [-0.507, 2.064, 1.353], [3.115, 0.851, 1.475], [4.820, 0.768, 1.882], [4.279, 0.190, 0.277], [3.660, 3.347, -1.238], [4.423, 1.813, -1.517], [5.375, 3.247, -0.961], [2.333, 6.606, 1.925], [1.762, 3.356, -0.405], [0.402, 4.299, -0.940], [-0.723, 0.885, -0.868], [0.159, 1.502, 1.773], [0.644, 8.150, 6.459], [0.028, 7.142, 6.180], [-1.269, 6.829, 6.834], [-1.945, 5.724, 6.531], [-1.432, 4.756, 5.526], [-2.052, 3.752, 5.251], [-0.137, 5.074, 4.879], [0.537, 6.175, 5.180], [-1.627, 7.547, 7.562], [-2.892, 5.478, 6.997], [0.235, 4.376, 4.153], [1.481, 6.410, 4.714], [-1.974, 4.840, -3.882], [-2.605, 3.835, -4.130], [-3.661, 3.827, -5.174], [-4.354, 2.723, -5.444], [-4.098, 1.457, -4.714], [-4.728, 0.449, -4.961], [-3.045, 1.470, -3.675], [-2.350, 2.568, -3.401], [-3.832, 4.760, -5.695], [-5.128, 2.695, -6.200], [-2.874, 0.540, -3.152], [-1.575, 2.582, -2.640], [0.720, -0.556, 2.145], [1.034, -1.542, 2.775], [2.443, -1.806, 3.150], [2.781, -2.892, 3.839], [1.762, -3.885, 4.262], [2.069, -4.873, 4.890], [0.350, -3.619, 3.886], [0.013, -2.532, 3.197], [3.172, -1.070, 2.833], [3.804, -3.104, 4.122], [-0.379, -4.354, 4.204], [-1.010, -2.318, 2.915], [-0.782, -1.230, -1.092], [-1.378, -2.261, -1.339], [-2.446, -2.319, -2.366], [-3.091, -3.452, -2.627], [-2.768, -4.705, -1.903], [-3.352, -5.740, -2.141], [-1.700, -4.646, -0.878], [-1.055, -3.514, -0.618], [-2.669, -1.399, -2.886], [-3.874, -3.513, -3.373], [-1.478, -5.570, -0.361], [-0.271, -3.453, 0.123], [0.434, -5.907, -3.131], [0.233, -6.939, -3.738], [0.779, -7.146, -5.101], [0.557, -8.275, -5.768], [-0.244, -9.375, -5.175], [-0.443, -10.403, -5.782], [-0.790, -9.166, -3.811], [-0.568, -8.037, -3.145], [1.361, -6.332, -5.515], [0.946, -8.446, -6.763], [-1.372, -9.979, -3.396], [-0.958, -7.866, -2.150]],
  "atomic_forces_ev_per_a": [[1.15, 0.30, 0.27], [0.42, 0.65, -0.92], [-1.34, -0.23, -0.12], [-1.56, -1.10, 1.35], [0.29, 1.31, -1.16], [0.55, 0.60, 2.28], [-0.31, -1.44, 0.72], [-0.14, -0.09, -1.85], [1.45, 0.25, -0.89], [-1.28, -0.14, -1.04], [0.28, 0.37, 0.79], [0.59, -0.43, 0.12], [0.09, -0.60, -0.29], [-0.12, -0.10, -0.07], [-0.04, -0.25, 0.10], [0.05, -0.13, -0.07], [0.02, 0.12, 0.01], [0.30, -0.10, -0.04], [0.20, -0.13, -0.10], [0.01, 0.32, 0.46], [0.10, 0.17, 0.24], [0.16, 0.17, -0.02], [-0.46, 0.04, -0.14], [-0.20, 0.13, 0.33], [-0.03, 0.04, 0.03], [0.03, -0.03, -0.01], [-0.08, -0.05, 0.01], [0.00, 0.09, 0.05], [0.04, 0.04, -0.01], [-0.05, -0.01, 0.04], [-0.20, -0.02, 0.04], [0.03, 0.24, 0.24], [0.03, 0.02, -0.01], [0.00, -0.03, -0.02], [0.08, -0.35, -0.18], [0.03, 0.04, 0.03], [0.01, 0.02, -0.01], [-0.03, -0.01, -0.01], [-0.05, -0.03, -0.04], [0.01, 0.09, -0.02], [-0.03, -0.07, 0.01], [0.00, -0.03, -0.01], [-0.02, 0.06, -0.04], [0.15, 0.14, 0.05], [0.03, 0.02, 0.02], [-0.01, -0.04, 0.01], [-0.02, 0.04, 0.03], [-0.18, 0.04, -0.21], [0.04, 0.20, -0.12], [0.00, -0.08, 0.11], [0.09, -0.03, 0.00], [0.02, 0.08, -0.05], [0.01, -0.03, 0.04], [0.01, -0.03, 0.00], [-0.06, 0.04, -0.06], [-0.05, -0.07, 0.00], [-0.06, -0.01, 0.03], [-0.01, -0.03, 0.03], [0.04, -0.01, 0.03], [0.01, 0.06, -0.01], [-0.07, 0.11, -0.01], [0.04, -0.03, 0.00], [0.01, -0.02, 0.03], [-0.02, 0.07, -0.04], [0.00, -0.06, -0.03], [0.02, -0.05, -0.02], [0.07, 0.02, 0.08], [-0.02, -0.03, 0.03], [0.00, -0.04, -0.02], [0.00, -0.02, 0.01], [-0.01, -0.01, -0.03], [0.06, 0.04, 0.03], [-0.04, 0.04, 0.04], [-0.02, 0.02, 0.01], [0.02, -0.03, -0.06], [0.04, 0.08, 0.00], [-0.02, -0.04, -0.02], [0.00, -0.03, -0.02], [0.00, 0.05, 0.07], [-0.02, -0.05, 0.01], [-0.01, 0.03, 0.04], [-0.02, -0.04, 0.00], [0.00, -0.02, -0.04], [-0.02, 0.04, -0.01]]
}